Molecular formula: C25H22N2O4
Method: DFT, ωB97M-V/def2-TZVPD

Summary:
HOMO-LUMO gap = 4.44 eV
highest occupied orbital energy = -6.76 eV
LUMO energy = -2.325 eV
calculated total energy = -1376.09223 a.u.
energy relative to the best compared isomer or geometry (same formula, charge and spin) = 199.1 kcal/mol

Atoms and positions in Å:
1 C -3.54 1.48 -0.02
2 H -7.73 -0.07 3.40
3 H -4.59 -1.47 2.32
4 C -5.16 0.46 1.47
5 C -0.42 -0.62 -0.23
6 O 3.12 1.13 -2.41
7 C -4.29 -0.64 1.67
8 H -5.46 2.34 0.45
9 O 4.37 0.20 -0.85
10 N -0.53 7.55 -1.05
11 C 2.77 -2.02 -1.71
12 C 1.34 4.98 0.51
13 H 0.47 -2.90 0.66
14 H 2.55 1.09 0.76
15 H 3.70 -6.01 1.21
16 C 1.33 -2.96 -0.01
17 O -6.35 0.60 2.10
18 C -4.76 1.52 0.60
19 H -1.04 1.29 -0.99
20 H -3.24 2.27 -0.70
21 H 2.85 -6.83 -0.14
22 C 1.65 -1.85 -0.83
23 C 3.26 -4.19 -0.76
24 C 2.11 2.86 -0.44
25 C 0.11 6.58 -0.91
26 H -6.89 -1.39 2.52
27 H 2.99 -1.26 -2.44
28 H 1.23 5.66 1.35
29 C 3.58 -3.13 -1.64
30 H 2.34 3.41 1.63
31 C 1.96 3.75 0.67
32 C -3.06 -0.66 1.05
33 H -6.06 -0.52 3.86
34 H 4.47 -3.21 -2.27
35 H -0.76 -1.49 0.33
36 C 2.07 -4.12 0.01
37 C 3.79 -6.34 0.17
38 O 4.11 -5.24 -0.71
39 H 0.82 4.90 -2.88
40 H 1.18 0.23 -1.34
41 C 1.11 4.56 -1.88
42 C 0.86 5.37 -0.76
43 C 2.58 1.53 -0.23
44 C 0.87 -0.65 -0.77
45 C 1.74 3.33 -1.73
46 H -2.42 -1.52 1.21
47 H 1.91 2.68 -2.58
48 N 3.41 0.95 -1.19
49 H 1.74 -4.97 0.61
50 C -1.33 0.41 -0.40
51 C -2.62 0.41 0.21
52 H 4.63 -7.03 0.06
53 C -6.77 -0.42 3.03

Molecular formula: C5H11NO
Method: DFT, ωB97M-V/def2-TZVPD

Summary:
HOMO-LUMO gap = 10.21 eV
highest occupied orbital energy = -9.21 eV
LUMO energy = 0.997 eV
SMILES = CNCCCC=O
calculated total energy = -327.07573 a.u.
energy relative to the best compared isomer or geometry (same formula, charge and spin) = 34.9 kcal/mol

Atoms and positions in Å:
1 H -3.10 0.39 -1.63
2 C 1.11 -1.18 0.91
3 H 1.27 -1.80 1.80
4 H 0.42 -1.76 0.29
5 H -0.55 1.83 0.37
6 H 2.56 0.15 -0.07
7 C -0.27 0.81 0.09
8 C 2.40 -0.91 0.20
9 H -1.19 -0.82 -0.64
10 N -1.45 0.11 -0.36
11 C -2.09 0.76 -1.49
12 H -2.21 1.83 -1.32
13 H -1.56 0.66 -2.45
14 H 1.07 0.78 1.78
15 H 0.52 0.91 -0.67
16 C 0.35 0.12 1.30
17 O 3.22 -1.75 -0.06
18 H -0.50 -0.12 1.94

Molecular formula: C2H3N3O
Method: DFT, ωB97M-V/def2-TZVPD

Summary:
HOMO-LUMO gap = 8.83 eV
highest occupied orbital energy = -9.60 eV
LUMO energy = -0.775 eV
calculated total energy = -317.29884 a.u.
energy relative to the best compared isomer or geometry (same formula, charge and spin) = 146.5 kcal/mol

Atoms and positions in Å:
1 H -1.07 2.19 0.61
2 N 0.54 0.08 1.13
3 C -0.01 0.62 0.10
4 H 0.63 -2.83 0.12
5 N 0.65 -1.30 1.09
6 N 0.56 -1.81 -0.04
7 O -0.31 2.00 0.05
8 H -0.29 0.71 -1.99
9 C -0.71 0.34 -1.05

Molecular formula: C28H30F5N7O2S2Tb
Method: DFT, ωB97M-V/def2-TZVPD

Summary:
HOMO-LUMO gap (spin up / spin down) = 4.44 / 4.69 eV
multiplicity = 8
highest occupied orbital energy (spin up / spin down) = -4.30 / -4.54 eV
LUMO energy (spin up / spin down) = 0.138 / 0.147 eV
calculated total energy = -3738.89377 a.u.
energy relative to the best compared isomer or geometry (same formula, charge and spin) = 0.0 kcal/mol

Atoms and positions in Å:
1 C 2.14 0.03 -5.28
2 C -2.25 1.34 0.11
3 N 0.44 2.10 -0.80
4 S 2.42 1.95 2.16
5 C -1.21 2.81 4.66
6 N -1.62 2.55 0.29
7 F 4.03 -0.29 -1.51
8 C -2.32 -4.15 1.89
9 S -1.72 -0.16 -0.47
10 N -0.01 -4.37 0.25
11 H -0.05 4.40 5.56
12 C -2.55 3.44 0.81
13 C -0.23 -0.55 -5.36
14 H -2.31 4.47 1.00
15 C 0.96 -0.37 -4.66
16 H -1.88 -1.45 2.60
17 N 1.08 -0.73 -2.10
18 F 5.15 -1.55 0.87
19 N -1.14 -3.33 2.00
20 C 1.06 3.33 4.11
21 H -4.44 -0.11 -0.41
22 C 0.95 0.06 -7.36
23 H -0.34 -5.70 1.85
24 H 0.73 -3.21 -1.32
25 C 2.12 3.84 -0.92
26 H 2.16 1.97 -1.94
27 H -1.59 -2.64 3.90
28 C 1.41 4.63 0.00
29 H -0.24 -1.80 3.10
30 C -0.28 2.94 -0.01
31 F 4.48 0.99 0.25
32 C -0.06 3.59 4.84
33 N -3.54 1.52 0.51
34 H -2.38 -4.91 2.68
35 C 3.58 0.03 -0.20
36 H 1.96 3.91 4.21
37 F 3.34 -2.31 -0.05
38 C -4.54 0.48 0.50
39 H -5.52 0.96 0.52
40 C 2.12 0.25 -6.65
41 H -4.68 3.15 1.30
42 C -3.73 2.80 0.95
43 N -0.05 1.55 3.03
44 C 1.62 2.62 -1.27
45 C -1.17 1.81 3.75
46 C -1.22 -2.24 2.95
47 H 3.03 0.56 -7.16
48 O 0.46 -2.23 0.83
49 C 0.19 4.16 0.44
50 H -1.13 -0.84 -4.84
51 H -2.13 2.99 5.22
52 C 0.05 -5.70 0.84
53 C 3.88 -1.24 0.60
54 O -0.11 0.55 2.16
55 H 0.94 0.23 -8.43
56 H 0.47 -4.93 -1.69
57 C -0.23 -0.33 -6.73
58 H 3.05 0.16 -4.70
59 H -3.21 -3.51 1.97
60 H 1.09 -6.04 0.88
61 H -1.14 -0.46 -7.29
62 H -1.98 1.15 3.50
63 H -0.37 4.76 1.15
64 H -2.35 -4.65 0.92
65 H 1.87 -4.42 -0.72
66 H 1.81 5.56 0.37
67 C 1.10 2.28 3.14
68 C 0.99 -0.58 -3.24
69 H 3.07 4.16 -1.33
70 Tb 1.11 -0.01 0.30
71 C -0.20 -3.27 1.03
72 C 0.81 -4.22 -0.94
73 H -0.52 -6.42 0.24
74 F 3.21 -1.16 1.79
75 H -4.43 -0.18 1.36

Molecular formula: C4H11NOS
Method: DFT, ωB97M-V/def2-TZVPD

Summary:
HOMO-LUMO gap = 8.80 eV
highest occupied orbital energy = -8.09 eV
LUMO energy = 0.711 eV
SMILES = CC(N)=O.CSC
calculated total energy = -687.19501 a.u.
energy relative to the best compared isomer or geometry (same formula, charge and spin) = 9.0 kcal/mol

Atoms and positions in Å:
1 H 1.26 0.20 2.75
2 H -3.46 0.11 0.37
3 C -1.96 0.73 -0.87
4 H 1.26 -1.73 -0.75
5 S 2.55 -0.57 0.89
6 H -3.62 -0.52 -1.18
7 H 1.94 -2.82 0.46
8 C 1.39 0.55 1.74
9 H -0.81 1.46 -2.46
10 H 1.86 1.52 1.78
11 H 0.48 -1.93 0.83
12 H -0.82 -0.29 -2.30
13 C 1.44 -1.87 0.31
14 H -2.23 0.51 -3.06
15 H 0.49 0.66 1.16
16 O -1.33 1.35 -0.04
17 C -1.45 0.60 -2.30
18 N -3.10 0.09 -0.57

Molecular formula: C36H35BrN3O3PdS
Method: DFT, ωB97M-V/def2-TZVPD

Summary:
HOMO-LUMO gap (spin up / spin down) = 7.88 / 6.18 eV
multiplicity = 3
highest occupied orbital energy (spin up / spin down) = -10.54 / -10.59 eV
LUMO energy (spin up / spin down) = -2.660 / -4.411 eV
calculated total energy = -4882.59776 a.u.
net charge = +1
energy relative to the best compared isomer or geometry (same formula, charge and spin) = 0.0 kcal/mol

Atoms and positions in Å:
1 C 3.34 -6.84 3.15
2 H 3.48 -0.04 -1.95
3 C -3.11 4.09 -1.44
4 C -2.74 0.56 4.82
5 C 3.40 4.11 -0.25
6 H 2.65 -2.51 1.48
7 C 2.84 0.47 -1.21
8 Pd 0.15 0.25 -0.16
9 N 2.86 -0.39 0.02
10 H -2.58 6.76 -3.45
11 C -3.66 1.71 -2.00
12 C 3.59 -6.09 2.01
13 C -3.16 4.81 -4.12
14 C -2.30 1.10 2.52
15 C 0.53 -2.89 1.25
16 C -3.43 3.13 -2.40
17 H 0.58 1.08 4.32
18 C 3.52 1.78 -0.83
19 H -0.21 0.68 -3.00
20 H -2.71 0.97 -5.55
21 C 1.41 -5.05 2.20
22 H 2.81 -4.69 0.60
23 H -3.43 0.31 5.61
24 O -1.30 1.82 -0.75
25 Br -1.10 -1.93 0.79
26 H 3.76 -0.73 0.33
27 C 1.15 -5.86 3.31
28 C -2.98 -2.40 -5.46
29 C 1.75 -2.16 0.99
30 C 2.78 2.92 -0.60
31 H -1.41 1.82 -3.67
32 H -3.43 -3.22 -6.01
33 C 2.11 -6.73 3.79
34 H -2.64 1.27 1.50
35 H 0.89 1.77 2.10
36 H 5.28 5.08 0.12
37 H -4.14 1.11 -2.77
38 H -3.78 2.79 -4.48
39 H -2.07 -3.68 -4.00
40 C -2.82 5.74 -3.16
41 S -2.08 0.82 -1.60
42 H -0.64 -4.40 2.04
43 H -2.56 6.12 -1.06
44 O 5.59 0.65 -0.88
45 H -1.02 0.48 6.10
46 C -0.48 0.98 4.09
47 C -1.84 -0.29 -4.05
48 H 1.70 2.87 -0.73
49 H -3.18 5.08 -5.16
50 C 4.78 4.15 -0.13
51 H -3.74 -0.90 -6.79
52 C -2.81 5.39 -1.81
53 H 2.81 5.01 -0.09
54 H -4.23 1.63 -1.07
55 N -0.03 1.54 1.75
56 C -2.23 -2.66 -4.33
57 C -2.59 -0.05 -5.19
58 C -1.38 0.66 5.09
59 C -3.47 3.51 -3.74
60 H -1.06 -1.81 -2.74
61 C 2.63 -5.21 1.54
62 O 1.58 0.61 -1.69
63 H 4.09 -7.52 3.53
64 H 6.54 0.82 -0.88
65 C -0.94 1.21 2.80
66 H 6.61 3.04 -0.24
67 C -3.16 -1.10 -5.90
68 C 5.53 3.01 -0.35
69 H -0.39 2.28 1.17
70 H -3.11 3.82 -0.39
71 H -4.25 0.70 3.30
72 H 4.53 -6.20 1.48
73 C -1.26 0.83 -3.23
74 H 1.90 -7.34 4.66
75 C -3.19 0.78 3.53
76 N 1.77 -1.13 0.23
77 C 0.37 -4.10 1.81
78 C -1.66 -1.61 -3.62
79 C 4.90 1.82 -0.70
80 H 0.19 -5.79 3.81

Molecular formula: C4H8NO
Method: DFT, ωB97M-V/def2-TZVPD

Summary:
HOMO-LUMO gap = 8.60 eV
highest occupied orbital energy = -16.34 eV
LUMO energy = -7.740 eV
calculated total energy = -286.77027 a.u.
net charge = +1
energy relative to the best compared isomer or geometry (same formula, charge and spin) = 108.1 kcal/mol

Atoms and positions in Å:
1 C 0.82 0.31 -0.14
2 C -1.33 0.39 -0.96
3 H 0.70 1.25 0.35
4 H -1.91 0.24 -1.91
5 H -1.42 1.53 -0.69
6 C 0.81 0.41 -3.02
7 N -0.07 -0.14 -1.04
8 H -1.93 -0.32 -0.42
9 H 1.89 0.44 -0.57
10 H 1.45 -0.67 1.92
11 C 0.80 -0.80 1.00
12 O 1.03 0.28 -4.13
13 H 0.89 -1.87 0.59
14 H -0.18 -0.83 1.61

Molecular formula: C49H55N4P2PdSi2
Method: DFT, ωB97M-V/def2-TZVPD

Summary:
HOMO-LUMO gap (spin up / spin down) = 6.31 / 6.31 eV
highest occupied orbital energy (spin up / spin down) = -3.85 / -3.85 eV
LUMO energy (spin up / spin down) = 2.456 / 2.456 eV
calculated total energy = -3508.92143 a.u.
net charge = -1
energy relative to the best compared isomer or geometry (same formula, charge and spin) = 0.0 kcal/mol

Atoms and positions in Å:
1 C -5.20 -0.36 -1.53
2 H 4.36 -2.81 -0.89
3 H 0.24 -2.12 4.74
4 C 4.25 -0.35 0.96
5 H 3.11 -5.56 -1.00
6 C 5.15 1.01 -1.51
7 C -3.50 2.93 -2.25
8 H -1.29 0.46 2.33
9 H -0.55 5.48 1.06
10 H 5.16 1.11 -2.60
11 H -0.25 3.69 -0.58
12 H 0.34 4.70 -4.61
13 C 2.15 -6.01 -0.77
14 H 0.75 -1.57 7.07
15 H -3.21 -2.58 0.97
16 H 3.18 0.75 -3.75
17 C -3.95 2.99 -4.61
18 C 1.34 -3.66 -0.97
19 C -4.18 3.47 -3.33
20 C 1.86 2.43 2.29
21 C -0.21 -5.15 -0.55
22 H -5.47 0.41 -0.79
23 C -0.12 0.39 6.98
24 C 1.57 1.64 1.19
25 C 1.59 -4.52 2.55
26 H -3.08 -1.36 -3.48
27 H 2.03 4.01 -6.30
28 H 0.97 -6.45 3.31
29 H 3.44 2.01 -5.87
30 H -1.79 -3.62 -0.47
31 P -1.69 1.07 -1.03
32 C 1.21 -3.23 2.23
33 C -0.64 -5.02 3.24
34 H 2.31 -3.23 -1.17
35 C -1.02 -3.72 2.94
36 C 0.98 3.84 -4.43
37 C -2.77 2.33 1.22
38 H 5.19 -0.85 1.20
39 C 0.84 3.11 -3.25
40 H -1.94 -2.34 -2.56
41 N 1.14 -4.98 -0.78
42 C 0.67 -5.44 3.05
43 H -4.16 -3.51 -0.21
44 N -2.50 -0.13 -0.35
45 P 1.37 0.95 -1.50
46 C -0.55 -1.45 2.04
47 C 0.23 -0.84 6.45
48 H -4.93 -2.24 0.76
49 C -2.58 1.90 -2.43
50 H -1.38 -5.72 3.62
51 Pd -0.25 -0.90 0.02
52 C 1.93 3.45 -5.37
53 H 2.20 -6.48 0.21
54 C 2.58 1.63 -3.94
55 H 3.44 -0.88 1.49
56 H 0.05 3.39 -2.56
57 H -2.83 1.60 -5.81
58 C -2.16 4.50 2.09
59 C 1.76 2.10 -0.11
60 C -0.25 0.39 -1.67
61 H -0.64 -6.12 -0.36
62 H -4.89 4.27 -3.18
63 H -2.04 -3.39 3.09
64 H -3.59 -2.95 -2.86
65 C 2.32 3.37 -0.29
66 C -3.03 1.97 -4.81
67 H 6.17 0.77 -1.18
68 C 2.39 3.69 2.10
69 C -4.01 -2.52 0.23
70 C -2.95 3.36 2.14
71 C -1.18 4.60 1.11
72 H -2.29 5.29 2.81
73 H 1.93 -6.77 -1.52
74 C -0.76 -3.91 -0.62
75 H -6.02 -1.08 -1.58
76 C -1.79 2.43 0.23
77 H 4.42 -2.17 -2.55
78 C -1.03 1.00 4.84
79 H -1.05 2.28 6.56
80 C 1.66 2.02 -2.98
81 N 2.38 -0.28 -1.43
82 C -0.76 1.31 6.16
83 H -3.37 1.44 1.27
84 C -1.01 3.58 0.18
85 C -2.99 -2.05 -2.64
86 H -3.72 3.27 2.91
87 N 0.22 -2.98 -0.89
88 C 2.72 2.34 -5.13
89 H -1.51 1.74 4.20
90 H -5.12 0.14 -2.51
91 H 1.17 0.64 1.34
92 H 2.63 4.32 2.95
93 H 4.88 1.99 -1.08
94 C -0.89 -0.42 2.82
95 H -4.48 3.41 -5.46
96 H -1.60 0.65 -3.86
97 C -2.34 1.43 -3.72
98 C -0.04 -1.16 5.13
99 H 2.62 -4.83 2.38
100 Si 3.98 -0.34 -0.90
101 Si -3.59 -1.22 -1.07
102 C 4.71 -1.97 -1.51
103 H 5.81 -1.96 -1.45
104 H 1.68 2.05 3.29
105 C -0.67 -0.23 4.28
106 H 2.49 3.75 -1.29
107 H 1.93 -2.53 1.81
108 C -0.10 -2.79 2.43
109 H 4.29 0.67 1.37
110 H 3.07 5.14 0.66
111 H 0.11 0.64 8.01
112 H -3.69 3.31 -1.25
113 C 2.63 4.16 0.81

Molecular formula: C5H11HgO4
Method: DFT, ωB97M-V/def2-TZVPD

Summary:
HOMO-LUMO gap (spin up / spin down) = 7.89 / 7.50 eV
multiplicity = 2
highest occupied orbital energy (spin up / spin down) = -7.50 / -8.54 eV
LUMO energy (spin up / spin down) = 0.391 / -1.038 eV
calculated total energy = -651.36191 a.u.
energy relative to the best compared isomer or geometry (same formula, charge and spin) = 20.1 kcal/mol

Atoms and positions in Å:
1 H -2.97 -0.97 -0.81
2 H -1.10 1.05 0.52
3 C 1.17 -0.56 0.38
4 H 1.63 1.63 2.72
5 H -2.76 0.76 1.16
6 H 0.48 -1.07 -2.05
7 O -1.32 -0.66 1.42
8 O 1.67 0.04 1.48
9 H -1.55 0.04 -1.51
10 H 2.20 -1.51 -2.06
11 C 1.50 -0.67 -1.98
12 Hg -0.80 -2.65 1.15
13 C 1.63 1.46 1.64
14 H 0.73 1.90 1.19
15 C -2.38 -0.03 -0.79
16 O 1.03 -1.79 0.41
17 O 1.65 0.02 -0.74
18 H 1.68 0.07 -2.76
19 H 2.52 1.92 1.18
20 H -3.10 0.73 -1.14
21 C -1.91 0.28 0.62

Molecular formula: C2H2CaFO3
Method: DFT, ωB97M-V/def2-TZVPD

Summary:
HOMO-LUMO gap (spin up / spin down) = 7.61 / 7.88 eV
multiplicity = 2
highest occupied orbital energy (spin up / spin down) = -17.76 / -18.10 eV
LUMO energy (spin up / spin down) = -10.144 / -10.226 eV
calculated total energy = -1079.91703 a.u.
net charge = +2
energy relative to the best compared isomer or geometry (same formula, charge and spin) = 0.0 kcal/mol

Atoms and positions in Å:
1 C 0.72 -1.82 0.99
2 O 0.12 2.09 -0.87
3 F 1.53 -2.78 0.55
4 C -0.41 1.10 -0.40
5 H -1.71 -0.27 -0.41
6 H -0.27 -2.22 1.23
7 Ca 0.33 4.16 -0.84
8 O -1.30 0.40 -0.98
9 O 0.98 -0.66 0.72

Molecular formula: C7H11Cl2N4O
Method: DFT, ωB97M-V/def2-TZVPD

Summary:
HOMO-LUMO gap = 7.48 eV
highest occupied orbital energy = -12.90 eV
LUMO energy = -5.420 eV
SMILES = ClN1C=NC=[NH+][C@@]1(Cl)N1CCOCC1
calculated total energy = -1487.58733 a.u.
net charge = +1
energy relative to the best compared isomer or geometry (same formula, charge and spin) = 47.6 kcal/mol

Atoms and positions in Å:
1 N 0.14 0.14 -0.25
2 N 3.79 1.61 -0.10
3 H -0.97 -1.60 1.25
4 H -2.75 -1.05 1.37
5 C 1.37 0.27 0.32
6 H -0.62 0.13 -2.00
7 H -0.87 0.89 1.58
8 H -1.45 -2.03 -2.21
9 H -1.57 1.09 -0.07
10 C -0.14 -0.65 -1.38
11 H 4.52 0.00 -1.11
12 C -1.14 -1.84 -1.18
13 H 0.82 2.15 0.97
14 C -1.10 0.33 0.56
15 C -1.80 -1.06 0.79
16 N 2.53 -0.32 -0.28
17 Cl 1.47 -0.64 2.25
18 C 3.61 0.45 -0.57
19 H -0.58 -2.82 -0.92
20 H 0.66 -1.07 -1.89
21 Cl 2.51 -2.10 -0.76
22 O -2.27 -1.68 -0.36
23 H 3.14 3.11 1.13
24 N 1.66 1.60 0.80
25 C 2.82 2.16 0.65

Molecular formula: C6H25NO7
Method: DFT, ωB97M-V/def2-TZVPD

Summary:
HOMO-LUMO gap = 9.12 eV
highest occupied orbital energy = -8.81 eV
LUMO energy = 0.317 eV
SMILES = COCCNCCOC.O.O.O.O.O
calculated total energy = -824.99430 a.u.
energy relative to the best compared isomer or geometry (same formula, charge and spin) = 63.8 kcal/mol

Atoms and positions in Å:
1 H -3.45 -0.71 0.29
2 H -3.93 1.75 -1.20
3 H 3.91 3.70 0.76
4 H -3.27 -2.81 1.66
5 H -1.48 -2.65 -2.28
6 O -4.13 1.09 -0.52
7 H 4.60 1.55 -1.36
8 H -2.90 1.21 1.46
9 O -2.89 -1.48 0.45
10 C 4.02 3.90 -0.32
11 H 5.08 3.75 -0.56
12 H -2.04 -1.25 0.05
13 H -0.64 -3.40 -0.92
14 C 2.63 0.78 -1.61
15 C -0.58 -2.60 -1.66
16 O -3.28 -3.70 2.04
17 O 3.22 3.03 -1.07
18 C 0.79 0.35 -0.03
19 C 3.61 1.70 -0.90
20 H 1.46 -1.65 -0.59
21 H -1.95 -1.85 2.96
22 H -2.23 0.67 2.73
23 H 3.71 4.92 -0.54
24 O -2.81 1.38 2.41
25 C 0.58 -1.14 -0.19
26 H 0.30 -2.77 -2.29
27 H 2.74 0.91 -2.69
28 H -0.82 -1.40 3.89
29 H -3.59 -4.26 1.33
30 H 2.91 -0.25 -1.33
31 H 0.63 0.82 -2.00
32 H 3.66 1.44 0.16
33 H 0.32 -1.57 0.78
34 H -4.80 0.54 -0.92
35 O -1.50 -1.07 3.30
36 O -0.55 -1.33 -1.07
37 N 1.25 1.04 -1.24
38 H -0.14 0.84 0.25
39 H 1.54 0.52 0.75